1.
DFT (ωB97M-V/def2-TZVPD) results for a molecular structure, C21H20AsN5O7RuS3.

The strongest force on any atom comes out at 0.01993 hartree/bohr. The multiplicity is 2. As for the expectation value of S²: 0.755. The calculation puts the calculated total energy at -139814.8641 eV. For the HOMO-LUMO gap (alpha / beta), the calculation gives 0.2688 / 0.2528 Ha. Its net charge is -1. For the HOMO energy (alpha / beta), the calculation gives -4.8 / -4.7 eV.

Element x y z (Å)
Ru 0.6646 0.2250 -0.0529
N 1.8282 0.5182 4.0722
C 1.6949 0.6302 2.7063
S 0.0970 0.9330 2.0796
N 2.7544 0.5547 1.9762
N 2.4582 0.7470 0.6350
C 3.4289 1.1124 -0.1149
C 3.2854 1.5516 -1.4786
C 4.4270 1.6904 -2.2725
C 4.3626 2.2322 -3.5386
C 3.1263 2.6774 -4.0102
C 1.9885 2.5736 -3.2389
C 2.0286 1.9934 -1.9576
O 0.9336 1.9244 -1.2370
H 1.0323 0.0824 4.5118
H 2.7083 0.1067 4.3467
H 4.4042 1.1678 0.3616
H 5.3789 1.3578 -1.8715
H 5.2514 2.3169 -4.1497
H 3.0530 3.1062 -5.0031
H 1.0267 2.9039 -3.6099
O -1.7545 -2.4450 0.7259
As -0.0709 -2.9323 0.8299
O 0.1389 -3.9880 2.0448
O 0.8724 -1.5453 0.8892
C 0.2588 -3.8565 -0.8610
C 0.3278 -5.2398 -0.7471
C 0.4931 -6.0397 -1.8712
C 0.5864 -5.4597 -3.1269
C 0.5262 -4.0785 -3.2548
C 0.3709 -3.2859 -2.1289
S 0.3442 -1.5200 -2.3667
O 0.1684 -1.2933 -3.7721
O 1.5967 -0.9893 -1.7814
O -0.7548 -1.0219 -1.5070
H -1.8341 -1.8147 -0.0089
H 0.2516 -5.6752 0.2421
H 0.5433 -7.1161 -1.7616
H 0.7060 -6.0758 -4.0093
H 0.5973 -3.6003 -4.2220
N -0.8367 3.6294 0.1149
C -1.7976 2.7495 0.4648
S -2.0341 1.3631 -0.4428
N -2.5077 3.0881 1.5784
C -3.4413 2.2823 2.2749
C -4.5177 1.6825 1.6330
C -5.4156 0.9272 2.3702
C -5.2635 0.7811 3.7421
C -4.1953 1.3934 4.3797
C -3.2819 2.1352 3.6473
H -0.1464 3.2278 -0.5287
H -0.4553 4.2214 0.8380
H -2.0908 3.8109 2.1447
H -4.6335 1.7967 0.5663
H -6.2422 0.4457 1.8636
H -5.9677 0.1858 4.3086
H -4.0555 1.2757 5.4466
H -2.4180 2.5763 4.1313

Forces on the atoms, in the same order (eV/Å):
Ru 0.790 -0.466 -0.456
N -0.029 -0.031 0.000
C 0.067 0.027 -0.043
S -0.110 0.077 0.009
N 0.071 -0.014 0.133
N -0.053 -0.131 0.235
C 0.056 0.088 0.162
C -0.005 0.062 -0.169
C 0.021 -0.029 -0.001
C 0.005 0.003 0.006
C -0.033 -0.001 -0.003
C -0.015 -0.007 -0.006
C 0.016 0.056 0.023
O 0.010 -0.198 -0.014
H -0.007 0.020 0.007
H 0.007 0.013 -0.016
H 0.000 0.016 0.001
H -0.007 0.000 0.002
H -0.004 -0.004 0.001
H 0.004 0.003 0.005
H -0.002 -0.004 0.011
O 0.027 -0.023 0.014
As -0.172 -0.204 -0.237
O -0.031 -0.051 0.058
O 0.160 0.367 0.050
C -0.067 -0.023 0.028
C 0.019 -0.036 -0.002
C 0.003 0.048 -0.035
C -0.008 0.006 0.068
C 0.048 -0.031 -0.040
C 0.057 0.082 0.066
S -0.097 0.087 0.150
O 0.069 -0.022 -0.013
O -0.310 0.313 -0.014
O -0.215 -0.078 0.033
H -0.007 0.002 0.022
H -0.008 0.016 0.005
H 0.000 0.002 -0.006
H 0.003 -0.005 0.003
H -0.007 0.003 0.008
N 0.082 -0.052 -0.016
C -0.092 -0.030 0.021
S -0.280 0.045 0.037
N 0.045 0.030 -0.051
C -0.002 -0.032 -0.009
C 0.020 0.021 0.005
C -0.007 -0.006 0.002
C 0.004 0.005 -0.002
C 0.000 0.003 0.001
C 0.018 -0.008 0.001
H -0.009 0.052 -0.013
H -0.004 0.014 -0.008
H -0.015 0.019 0.001
H -0.001 0.000 -0.011
H 0.002 0.004 -0.001
H 0.002 -0.002 -0.004
H -0.001 0.000 -0.001
H -0.009 0.001 0.000

---

2.
DFT (ωB97M-V/def2-TZVPD) results for a molecular structure, C21H20BCl2F4N4O6S2W.

The strongest force on any atom comes out at 0.07628 hartree/bohr. The multiplicity is 1. The calculation puts the calculated total energy at -100440.6358 eV. For the HOMO-LUMO gap, the calculation gives 0.2046 Ha. Its net charge is -1. For the HOMO energy, the calculation gives -4.8 eV.

Element x y z (Å)
W 0.2033 -0.0295 -0.0166
Cl 2.0426 -1.2570 4.1040
C 0.6220 -0.6508 4.8530
C 0.3675 -1.0688 6.1705
C -0.7100 -0.5329 6.8615
C -1.5583 0.4141 6.2703
C -1.2924 0.8056 4.9617
Cl -2.3518 1.9435 4.2203
C -0.2112 0.2828 4.1666
S 0.1556 0.9806 2.6546
H 1.1115 -1.7529 6.6261
H -0.8110 -0.9084 7.8925
H -2.3335 0.9145 6.8418
O 6.0643 -2.4523 -0.3491
C 5.0069 -1.8845 -0.3109
C 3.7875 -2.0662 -1.3163
O 3.7770 -2.6074 -2.4206
C 2.7102 -1.3933 -0.6876
C 3.0628 -0.6243 0.4227
O 2.0691 0.0786 0.8869
C 4.4959 -0.8067 0.6911
O 5.2006 -0.3073 1.5924
O 1.4375 -1.3783 -1.0254
C 0.1731 4.0731 0.0374
C -0.4261 3.0064 -0.8667
C -0.2493 3.5999 -2.2808
C -1.9355 2.6449 -0.5786
C 0.4578 1.7563 -0.7027
H -0.4552 4.9764 -0.0053
H 1.1553 4.4000 -0.2914
H 0.2685 3.7756 1.0724
H -0.6905 4.6021 -2.3602
H -0.6504 2.9327 -3.0690
H 0.8023 3.7674 -2.4918
H -2.5214 3.5581 -0.6153
H -1.9489 2.1872 0.4222
H -2.2613 1.8989 -1.2988
H 1.5321 1.9667 -0.9209
S 0.1396 -3.2577 1.1694
C -0.3891 -3.9171 -0.2558
N -0.8052 -4.4995 -1.2178
F -1.5381 -0.4335 0.7310
B -3.9414 -1.0390 1.8827
F -3.2222 -1.0170 2.9970
F -4.4787 0.1109 1.4662
F -4.0010 -2.1129 1.1382
C 0.0063 -1.8704 -5.3361
N -0.4790 -1.5834 -3.9763
C -1.7419 -2.1081 -3.3982
C -1.9839 -1.0692 -2.3014
O -3.0803 -0.7695 -1.8600
N -0.7363 -0.4666 -2.0505
C -0.0343 -0.5725 -3.2283
N 0.9928 0.1862 -3.6030
H -0.3212 -2.8804 -5.6495
H 1.1249 -1.9121 -5.3615
H -0.3435 -1.1360 -6.1039
H -1.6090 -3.0946 -2.8825
H -2.5824 -2.1813 -4.0968
H 1.2627 0.9674 -2.9541
H 1.6648 -0.1883 -4.2486

Forces on the atoms, in the same order (eV/Å):
W 0.711 -1.160 1.947
Cl 0.151 -0.112 -0.313
C -0.848 0.459 0.252
C 0.532 0.261 -0.729
C 0.231 -0.456 0.482
C 0.882 -0.161 0.004
C 0.518 -0.849 -0.409
Cl -0.333 0.331 0.118
C -0.550 -0.903 1.860
S 0.521 1.002 -1.899
H -0.828 0.453 -0.219
H -0.380 0.556 -0.492
H -0.035 -0.235 -0.189
O -0.776 0.629 0.255
C -0.825 -0.003 -1.013
C 1.114 -1.284 -1.473
O 0.369 0.568 1.327
C -1.020 0.741 1.373
C -0.668 -1.040 -2.109
O 0.177 0.165 -0.246
C 1.936 0.965 3.272
O -1.684 -1.047 -2.364
O -0.126 1.678 0.196
C -0.526 0.667 0.626
C -0.161 -0.600 -0.602
C -0.267 -0.622 -0.513
C 2.006 0.162 0.419
C 0.026 -0.191 0.720
H 0.000 -0.243 0.093
H 0.243 -0.209 -0.208
H -0.131 -0.226 0.328
H -0.304 -0.355 0.082
H 0.028 0.402 0.315
H 0.351 -0.146 -0.031
H -0.279 -0.064 0.023
H -0.399 0.271 -0.169
H -0.237 0.061 -0.092
H -0.464 -0.139 0.129
S 0.122 0.639 -0.026
C -1.274 -1.924 -2.472
N 1.149 1.942 2.306
F 1.231 0.582 -1.921
B 1.340 1.079 -0.231
F -0.608 -0.269 -0.129
F -0.195 -0.603 0.231
F -0.426 -0.220 0.103
C 0.339 -0.211 -0.164
N -0.361 -0.202 -1.141
C 0.287 -0.318 0.605
C -1.553 -0.135 -0.361
O 1.904 -0.418 -0.073
N -0.114 0.876 -0.081
C -0.743 -1.442 1.515
N 0.191 1.524 1.292
H 0.025 0.600 0.379
H -0.879 0.096 0.142
H 0.163 -0.413 0.700
H 0.208 0.539 -0.378
H 0.389 0.284 -0.060
H -0.258 -1.449 -1.008
H 0.108 0.113 0.022

---

3.
DFT (ωB97M-V/def2-TZVPD) results for a molecular structure, C21H20Cl2F6N11NaO7S2.

The strongest force on any atom comes out at 0.06820 hartree/bohr. The multiplicity is 1. The calculation puts the calculated total energy at -120264.9414 eV. For the HOMO-LUMO gap, the calculation gives 0.2242 Ha. Its net charge is -2. For the HOMO energy, the calculation gives -2.5 eV.

Element x y z (Å)
Na 1.8117 0.2327 0.0667
C -3.4396 1.1177 -3.5413
N -2.3399 0.2012 -3.3340
C -2.7657 -1.1133 -2.9090
C -1.1297 0.6820 -2.8273
N -0.3982 0.1767 -1.9429
N -0.7177 1.8285 -3.5313
C 0.3325 2.5982 -3.0487
N 1.0868 3.2114 -4.0591
N 0.4969 2.7311 -1.8144
H -3.9582 0.8716 -4.4764
H -3.0682 2.1375 -3.5857
H -4.1542 1.0529 -2.7123
H -3.4970 -1.4728 -3.6357
H -3.2384 -1.1008 -1.9203
H -1.9088 -1.7844 -2.8874
H -0.8138 -0.5543 -1.3915
H -0.7467 1.7174 -4.5352
H 0.6117 3.4748 -4.9091
H 1.7399 3.9003 -3.7212
H 1.3017 3.2694 -1.5341
Cl -0.4797 6.1169 5.3856
C -0.5901 4.7764 4.2760
C -1.8605 4.3122 3.9150
C -1.9486 3.2714 3.0424
Cl -3.5149 2.6834 2.6269
C -0.8179 2.6141 2.3993
O -0.9760 1.6969 1.5954
C 0.4614 3.1579 2.8321
C 1.6881 2.6856 2.2504
O 1.8419 1.9305 1.3102
C 0.5411 4.2013 3.7625
H -2.7533 4.7679 4.3197
H 2.5960 3.1225 2.7431
H 1.5190 4.5665 4.0503
F 3.3770 -3.7604 -1.1372
C 2.2583 -3.7441 -1.8508
F 1.4500 -4.6805 -1.3199
F 2.5650 -4.1829 -3.0876
S 1.3158 -2.0900 -1.9289
O 1.4365 -1.6012 -0.6017
O 0.0507 -2.5711 -2.4095
N 2.0999 -1.2566 -3.0054
S 3.2676 -0.4373 -2.3200
O 2.9111 0.7576 -1.6383
O 4.3028 -1.2591 -1.7903
C 4.0509 0.2533 -3.9149
F 4.9535 1.2089 -3.6336
F 4.7037 -0.6690 -4.6387
F 3.1534 0.8128 -4.7353
N 2.3274 -4.5077 4.4898
C 2.7540 -3.5812 3.9314
N 3.3771 -2.5922 3.4294
C 3.1286 -1.6915 2.5745
N 3.0657 -0.7808 1.8526
N -2.9372 -4.5923 1.6541
C -3.2409 -3.6038 2.5385
O -4.2596 -3.6411 3.2047
C -2.2262 -2.5249 2.6149
C -1.9703 -1.9116 3.8413
C -0.9291 -1.0085 3.9367
C -0.1719 -0.7478 2.7989
N -0.4668 -1.2583 1.6193
C -1.4645 -2.1050 1.5206
H -3.5299 -5.4065 1.6118
H -2.0293 -4.6366 1.2268
H -2.5789 -2.1682 4.6986
H -0.6899 -0.5355 4.8788
H 0.7027 -0.1195 2.8126
H -1.6682 -2.4516 0.5147

Forces on the atoms, in the same order (eV/Å):
Na -0.660 1.146 1.575
C -0.043 0.064 -0.036
N 0.044 -0.021 0.007
C 0.158 -0.024 -0.090
C -0.300 -0.234 -0.014
N 0.131 0.188 0.249
N 0.093 0.021 -0.537
C 0.171 0.805 -0.006
N 0.136 -0.230 -0.216
N 0.011 -0.051 0.661
H -0.040 0.081 0.114
H -0.044 0.013 -0.070
H -0.067 0.029 -0.011
H -0.017 -0.105 0.043
H -0.042 0.021 0.097
H -0.134 0.002 -0.019
H -0.475 -0.201 0.036
H -0.008 -0.087 0.123
H 0.014 -0.015 0.107
H -0.151 -0.009 -0.042
H 0.196 0.249 -0.124
Cl 0.054 0.295 0.274
C 0.355 -0.001 0.005
C 0.145 -0.244 -0.190
C -0.153 0.245 0.168
Cl -0.477 -0.188 -0.162
C 0.072 0.184 0.140
O 0.019 -0.127 -0.146
C -0.385 -0.253 -0.195
C 0.512 0.264 0.095
O -0.007 0.572 0.376
C -0.162 0.034 0.001
H -0.007 -0.008 0.036
H -0.108 -0.073 -0.127
H 0.059 0.050 0.036
F -0.174 0.392 -0.002
C -0.031 -0.403 -0.083
F -0.213 0.206 0.116
F -0.051 0.315 -0.111
S 0.275 -2.622 -1.022
O -0.279 -0.994 0.309
O 0.154 0.230 -0.150
N -0.273 0.150 0.341
S 2.062 0.229 -2.828
O -0.110 0.852 0.029
O 0.360 -0.199 0.469
C -0.151 0.051 -0.314
F -0.118 -0.113 0.458
F -0.154 -0.304 0.330
F -0.258 -0.047 0.187
N -0.360 -0.444 0.167
C -0.506 -0.652 0.297
N 1.302 0.073 0.506
C -0.150 0.704 -0.479
N -0.215 0.182 -0.409
N 0.029 -0.262 -0.318
C -0.056 -0.106 -0.200
O -0.146 0.063 0.249
C 0.205 0.420 0.153
C -0.031 -0.048 -0.174
C 0.034 -0.069 -0.034
C -0.143 0.069 0.391
N 0.348 0.204 -0.501
C -0.337 -0.398 0.268
H 0.038 0.197 0.065
H 0.031 -0.013 0.039
H 0.006 -0.047 0.005
H 0.043 0.021 -0.004
H 0.100 0.210 0.193
H -0.121 -0.240 -0.100

---

4.
DFT (ωB97M-V/def2-TZVPD) results for 2 unconnected molecules or ions with the total composition C21H20Cl2NO8S.

The strongest force on any atom comes out at 0.06109 hartree/bohr. The multiplicity is 1. The calculation puts the calculated total energy at -75849.0006 eV. For the HOMO-LUMO gap, the calculation gives 0.1709 Ha. Its net charge is -1. For the HOMO energy, the calculation gives -3.3 eV.

Element x y z (Å)
Cl -8.0770 -2.6698 -0.6272
C -6.3782 -2.5104 -0.8373
C -5.5626 -3.6489 -0.8740
C -4.1787 -3.5118 -1.0656
C -3.6291 -2.2419 -1.2452
S -1.8460 -2.0267 -1.5511
C -1.2134 -1.1298 -0.2383
Cl -0.1987 -1.7922 0.8794
O -1.3067 -3.3661 -1.5814
O -1.7439 -1.1644 -2.7138
C -4.4318 -1.1065 -1.1628
C -5.8110 -1.2355 -0.9546
H -6.0164 -4.6290 -0.7552
H -3.5414 -4.3931 -1.0929
H -1.5236 -0.0998 -0.1209
H -3.9882 -0.1197 -1.2711
H -6.4415 -0.3537 -0.8937
C -2.4555 3.7745 2.1236
C -1.2649 3.0690 2.7099
O -0.6360 2.2955 1.6676
C 0.6098 1.9164 1.9986
C 1.3003 1.1955 0.8949
C 0.8626 1.1488 -0.3773
C 1.7517 0.8260 -1.4802
C 2.4274 -0.4115 -1.5126
C 3.3600 -0.6755 -2.4944
C 3.6436 0.3100 -3.4576
N 4.6474 0.0407 -4.4272
O 4.9464 0.9342 -5.2497
O 5.2037 -1.0819 -4.4153
C 2.9754 1.5536 -3.4505
C 1.9914 1.7751 -2.5062
C 2.6580 0.7263 1.3285
O 3.7123 1.0797 0.8325
O 2.5681 -0.1042 2.3799
C 3.8351 -0.4333 3.0049
C 3.4650 -1.2015 4.2441
O 1.1608 2.2009 3.0487
H -2.9945 4.2704 2.9305
H -2.1369 4.5399 1.4081
H -3.1449 3.0862 1.6255
H -0.5449 3.7908 3.1093
H -1.5536 2.3699 3.5041
H -0.1487 1.4731 -0.6030
H 2.1726 -1.1655 -0.7660
H 3.9035 -1.6133 -2.5327
H 3.2544 2.3093 -4.1831
H 1.4146 2.7035 -2.4904
H 4.4385 -1.0278 2.3053
H 4.3654 0.4970 3.2500
H 4.3545 -1.6034 4.7312
H 2.9526 -0.5360 4.9469
H 2.7932 -2.0329 4.0073

Forces on the atoms, in the same order (eV/Å):
Cl -0.564 -0.076 0.085
C 1.485 0.020 -0.079
C 0.035 0.470 0.013
C -0.516 0.201 -0.048
C 0.305 -0.110 -0.217
S 0.908 1.639 1.831
C -1.706 0.258 -2.625
Cl 1.330 -1.251 2.003
O -0.019 -0.261 -0.141
O -0.798 -0.284 -0.407
C -0.720 -0.258 0.012
C 0.400 -0.204 -0.085
H 0.101 0.127 -0.024
H -0.057 0.259 -0.061
H -0.093 -0.224 -0.088
H -0.064 -0.180 -0.017
H 0.046 -0.132 -0.028
C -0.188 0.121 -0.193
C -0.145 -0.124 0.009
O 0.255 0.277 0.578
C 0.255 -0.259 0.090
C 0.083 -0.010 -0.065
C -0.197 0.661 0.965
C 0.778 -0.815 -1.310
C -0.454 0.450 0.061
C 0.223 0.424 -0.544
C -1.208 0.408 1.432
N 2.113 -0.594 -1.891
O -0.538 -1.419 1.334
O -0.968 1.992 -0.072
C 0.397 -0.670 -0.307
C -0.238 -0.351 0.896
C 0.848 0.222 -0.228
O -0.825 -0.311 0.442
O 0.557 0.272 -0.411
C -0.303 -0.017 -0.212
C -0.126 -0.089 0.334
O -0.632 -0.142 -0.848
H -0.067 0.060 0.001
H -0.082 -0.149 0.049
H 0.148 0.046 0.070
H -0.108 -0.241 -0.009
H 0.083 0.213 -0.055
H 0.243 0.231 -0.002
H 0.097 0.196 -0.156
H -0.182 0.136 0.002
H -0.190 -0.270 0.141
H 0.326 -0.229 -0.070
H -0.133 0.229 0.143
H -0.095 -0.239 -0.202
H 0.024 0.025 -0.001
H 0.044 -0.162 -0.076
H 0.132 0.134 -0.018